{
  "formula": "C4H7NO",
  "method": "ωB97M-V/def2-TZVPD",
  "lumo_energy_ev": [-0.190, -0.190],
  "total_charge": 0,
  "max_force_ev_per_a": 0.784,
  "e_homo_ev": [-8.7, -8.7],
  "homo_lumo_gap_ha": [0.312, 0.312],
  "symbols": ["O", "C", "C", "N", "C", "C", "H", "H", "H", "H", "H", "H", "H"],
  "xyz": [[-0.1621, 1.9585, -2.4110], [-0.1800, 1.5008, -1.2875], [0.5882, 0.3164, -0.8689], [0.6033, -0.0279, 0.4383], [0.4235, -1.1819, 1.0877], [-0.4804, -0.0675, 1.4183], [-0.8266, 1.9433, -0.5003], [1.4413, 0.0457, -1.4866], [-0.3020, -1.2784, -1.0301], [1.0928, -1.8465, 1.6194], [-0.3638, -1.8095, -0.2974], [-1.4989, -0.1071, 1.0194], [-0.3354, 0.5541, 2.2987]]
}

{
  "formula": "C2H2ClN2O2",
  "method": "ωB97M-V/def2-TZVPD",
  "lumo_energy_ev": -6.131,
  "total_charge": 1,
  "max_force_ev_per_a": 6.572,
  "e_homo_ev": -15.4,
  "homo_lumo_gap_ha": 0.340,
  "symbols": ["C", "C", "N", "N", "O", "O", "Cl", "H", "H"],
  "xyz": [[-1.2445, -0.4074, -0.2164], [1.7475, -0.2682, -2.2868], [-0.8937, 0.2450, 2.0776], [-1.0871, 0.0414, 0.8788], [0.9087, -0.1842, -1.5355], [2.5142, -0.1844, -3.1228], [0.7654, 0.5137, 2.7144], [-1.1025, -0.4438, -1.3271], [-1.6080, 0.6880, 2.8178]]
}

{
  "formula": "C2H3N3O",
  "method": "ωB97M-V/def2-TZVPD",
  "lumo_energy_ev": 0.757,
  "smiles": "[H]/N=C(\\O)N1C=N1",
  "total_charge": 0,
  "max_force_ev_per_a": 0.597,
  "e_homo_ev": -10.3,
  "homo_lumo_gap_ha": 0.406,
  "symbols": ["H", "N", "C", "O", "N", "C", "N", "H", "H"],
  "xyz": [[-1.2545, 1.6120, 1.2195], [-0.3955, 1.2627, 0.7947], [-0.6316, 0.2318, 0.1131], [-1.8219, -0.3929, 0.0201], [0.3248, -0.4288, -0.7333], [1.6361, -0.5154, -0.2204], [1.6077, 0.4836, -0.9476], [-1.7317, -1.1023, -0.6356], [2.2668, -1.1506, 0.3894]]
}

{
  "formula": "C25H37AuI2NO3PS2Te",
  "method": "ωB97M-V/def2-TZVPD",
  "lumo_energy_ev": -0.180,
  "total_charge": 0,
  "max_force_ev_per_a": 1.801,
  "e_homo_ev": -7.3,
  "homo_lumo_gap_ha": 0.262,
  "symbols": ["Au", "C", "C", "O", "P", "S", "S", "O", "C", "C", "H", "H", "H", "H", "H", "H", "H", "H", "H", "H", "I", "C", "I", "H", "H", "C", "C", "O", "N", "Te", "C", "C", "C", "C", "C", "C", "C", "C", "C", "C", "C", "C", "C", "C", "C", "C", "C", "C", "H", "H", "H", "H", "H", "H", "H", "H", "H", "H", "H", "H", "H", "H", "H", "H", "H", "H", "H", "H", "H", "H", "H", "H", "H"],
  "xyz": [[2.8351, -0.5292, 0.6653], [2.0780, -0.7198, -5.2354], [2.4349, -1.0624, -3.8062], [2.2819, 0.1167, -2.9985], [3.4440, 0.6081, -2.0012], [4.2863, -0.9991, -1.0878], [2.6487, 2.0285, -0.9167], [4.6117, 1.0993, -2.9847], [4.4362, 2.2163, -3.8779], [4.8871, 3.5166, -3.2485], [2.2149, -1.5918, -5.8771], [2.7135, 0.0864, -5.6033], [1.0402, -0.3948, -5.3032], [3.4551, -1.4417, -3.7343], [1.7604, -1.8154, -3.3944], [3.3919, 2.2645, -4.1955], [5.0548, 1.9789, -4.7434], [4.2516, 3.7782, -2.4063], [4.8402, 4.3148, -3.9920], [5.9150, 3.4259, -2.8966], [2.7440, -5.5391, 1.9413], [1.0422, -5.3857, 3.1938], [0.9715, -3.6030, 4.3363], [1.0613, -6.2195, 3.8825], [0.1600, -5.4118, 2.5674], [2.9801, 0.9199, 3.9173], [1.6519, 0.4695, 3.3918], [0.5703, 0.6720, 4.0364], [1.5545, -0.1296, 2.2243], [-0.4579, -0.4649, 2.2233], [-2.2671, 0.6610, 2.3745], [-2.3364, 2.0321, 2.6186], [-1.1417, 2.9280, 2.7939], [-3.6039, 2.6051, 2.7232], [-4.7585, 1.8474, 2.6346], [-6.1177, 2.4759, 2.7787], [-4.6379, 0.4766, 2.4427], [-3.4075, -0.1546, 2.3157], [-3.3891, -1.6498, 2.1100], [-0.6069, -0.7876, 0.1302], [-0.5687, -2.1007, -0.3528], [-0.1983, -3.3004, 0.4820], [-0.8633, -2.3220, -1.6944], [-1.1855, -1.2852, -2.5565], [-1.6232, -1.5660, -3.9675], [-1.1309, 0.0140, -2.0714], [-0.8381, 0.2862, -0.7421], [-0.7827, 1.7228, -0.3048], [2.8359, 1.4951, 4.8270], [3.4707, 1.5269, 3.1576], [3.6119, 0.0562, 4.1254], [-0.2075, 2.3770, 2.7987], [-1.2114, 3.4554, 3.7456], [-1.1002, 3.6756, 1.9993], [-3.6779, 3.6749, 2.8881], [-6.0465, 3.5610, 2.8340], [-6.6094, 2.1216, 3.6865], [-6.7596, 2.2155, 1.9361], [-5.5341, -0.1337, 2.3957], [-4.3372, -2.0747, 2.4339], [-2.5911, -2.1357, 2.6715], [-3.2456, -1.8942, 1.0541], [-0.0266, -3.0496, 1.5271], [0.7224, -3.7411, 0.0962], [-0.9811, -4.0611, 0.4316], [-0.8487, -3.3413, -2.0688], [-1.0984, -2.4256, -4.3859], [-1.4584, -0.7046, -4.6134], [-2.6917, -1.7929, -3.9866], [-1.3240, 0.8429, -2.7437], [-0.4713, 2.3511, -1.1367], [-0.0591, 1.8689, 0.4970], [-1.7632, 2.0618, 0.0387]]
}

{
  "formula": "C20H31MnO5S",
  "method": "ωB97M-V/def2-TZVPD",
  "spin_multiplicity": 5,
  "lumo_energy_ev": [-1.568, 0.195],
  "s2": 6.367,
  "total_charge": 0,
  "max_force_ev_per_a": 4.393,
  "e_homo_ev": [-7.4, -8.2],
  "homo_lumo_gap_ha": [0.213, 0.309],
  "symbols": ["O", "C", "C", "H", "H", "C", "H", "H", "C", "H", "H", "H", "C", "H", "H", "H", "Mn", "C", "C", "C", "H", "C", "C", "H", "H", "H", "H", "C", "C", "C", "H", "C", "C", "H", "H", "H", "H", "O", "C", "C", "H", "H", "C", "H", "H", "C", "H", "H", "H", "H", "C", "S", "O", "O", "O", "H", "H", "H"],
  "xyz": [[-0.2121, -0.6507, -1.6886], [-1.1541, -1.9087, -1.4477], [-2.3734, -1.1689, -1.9298], [-1.1814, -2.2111, -0.3905], [-0.8646, -2.6978, -2.1501], [-1.3595, -0.1843, -2.5448], [-2.9851, -0.7925, -1.0914], [-2.9732, -1.7234, -2.6613], [-1.6558, 1.2628, -2.3217], [-1.5205, 1.4964, -1.2578], [-2.6886, 1.5029, -2.6126], [-0.9760, 1.8242, -2.9679], [-1.1906, -0.5136, -4.0388], [-1.2923, -1.5974, -4.2217], [-0.2050, -0.1745, -4.4011], [-1.9883, 0.0099, -4.6031], [1.4375, -0.0136, -0.5474], [3.5292, -0.9199, -0.7194], [2.8523, -1.5325, 0.3754], [1.6604, -2.1592, -0.1320], [3.2412, -1.6262, 1.3793], [1.7095, -2.0653, -1.5671], [2.7905, -1.2220, -1.9185], [3.0668, -0.9986, -2.9447], [4.5061, -0.4411, -0.6597], [0.9306, -2.7311, 0.4411], [1.1537, -2.6728, -2.2786], [2.6605, 1.7475, -0.1885], [2.4143, 1.6648, -1.6211], [1.1897, 2.3420, -1.8898], [3.1344, 1.4136, -2.3864], [0.6806, 2.8394, -0.6585], [1.5265, 2.4222, 0.3943], [1.3991, 2.7529, 1.4215], [3.6338, 1.6362, 0.2748], [0.8070, 2.5780, -2.8907], [-0.1934, 3.4784, -0.5229], [-3.8501, 0.9675, 1.7901], [-2.5755, 1.6039, 2.0189], [-1.5246, 0.4932, 2.0994], [-2.5817, 2.0866, 3.0195], [-2.3902, 2.3721, 1.2417], [-2.3044, -0.7131, 2.6594], [-0.7351, 0.7914, 2.8046], [-1.0849, 0.2618, 1.1135], [-3.7771, -0.3353, 2.4195], [-2.0797, -0.7894, 3.7363], [-2.0405, -1.6672, 2.1877], [-4.2281, -0.2768, 3.4309], [-4.2943, -1.0642, 1.7718], [1.7341, -1.1259, 3.8191], [1.8140, 0.4256, 2.9149], [0.8219, 1.3080, 3.5470], [3.1802, 0.9111, 2.8936], [1.2831, 0.0464, 1.5292], [2.3783, -1.0736, 4.7078], [2.0627, -1.9327, 3.1561], [0.6818, -1.2560, 4.1068]]
}

{
  "formula": "C17H30N2",
  "method": "ωB97M-V/def2-TZVPD",
  "lumo_energy_ev": 0.751,
  "smiles": "CCCCCCCCCCCCn1ccc(=N)cc1",
  "total_charge": 0,
  "max_force_ev_per_a": 0.639,
  "e_homo_ev": -7.6,
  "homo_lumo_gap_ha": 0.305,
  "symbols": ["C", "C", "C", "C", "C", "C", "C", "C", "C", "C", "C", "C", "N", "C", "C", "C", "N", "C", "C", "H", "H", "H", "H", "H", "H", "H", "H", "H", "H", "H", "H", "H", "H", "H", "H", "H", "H", "H", "H", "H", "H", "H", "H", "H", "H", "H", "H", "H", "H"],
  "xyz": [[6.8819, 2.7931, 0.0281], [5.5419, 2.1426, 0.3496], [5.1381, 1.1309, -0.7209], [3.7540, 0.5198, -0.4970], [3.7017, -0.4262, 0.7013], [2.3116, -1.0180, 0.9387], [1.8732, -1.9860, -0.1591], [0.6207, -2.7842, 0.2075], [-0.6263, -1.9429, 0.4881], [-1.0850, -1.1285, -0.7200], [-2.3399, -0.3004, -0.4457], [-3.6017, -1.1561, -0.2799], [-4.7744, -0.3332, -0.1106], [-5.4691, 0.1238, -1.1926], [-6.5001, 0.9795, -1.0798], [-6.9288, 1.4902, 0.2134], [-7.8889, 2.3050, 0.4400], [-6.1447, 0.9830, 1.3200], [-5.1275, 0.1268, 1.1288], [6.8343, 3.3169, -0.9244], [7.6650, 2.0406, -0.0353], [7.1559, 3.5090, 0.7997], [4.7725, 2.9149, 0.4226], [5.6111, 1.6487, 1.3201], [5.1441, 1.6341, -1.6913], [5.8820, 0.3316, -0.7612], [3.4725, -0.0296, -1.3974], [3.0256, 1.3223, -0.3553], [4.4191, -1.2366, 0.5514], [3.9992, 0.1178, 1.5995], [1.5929, -0.2007, 1.0221], [2.3195, -1.5536, 1.8916], [2.6830, -2.6965, -0.3431], [1.7007, -1.4429, -1.0884], [0.3992, -3.4773, -0.6083], [0.8362, -3.3824, 1.0964], [-0.4340, -1.2701, 1.3252], [-1.4237, -2.6249, 0.7909], [-0.2878, -0.4435, -1.0111], [-1.2698, -1.8002, -1.5619], [-2.1948, 0.2990, 0.4559], [-2.5031, 0.3895, -1.2776], [-3.5057, -1.8062, 0.5927], [-3.7361, -1.7856, -1.1643], [-5.1421, -0.2597, -2.1496], [-7.0296, 1.3025, -1.9644], [-8.3784, 2.6020, -0.4025], [-6.4071, 1.3178, 2.3093], [-4.5372, -0.2562, 1.9489]]
}

Here are the calculated relative energy (zero: lowest compared OMol25 entry of this formula, charge and spin) numbers, same order: 588.0 41.5 328.8 0.0 62.5 92.3 (kJ/mol).
Here are the calculated total energy numbers, same order: -7793.5502 -21692.4849 -8637.0864 -92306.4975 -73630.9964 -21095.9537 (eV).